Formula: C6H12N
Source: the Open Molecules 2025 dataset
Level of theory: ωB97M-V/def2-TZVPD

The calculation puts the max |F| at 4.84 eV Å⁻¹. For the energy above the lowest of the compared OMol25 structures with the same formula, charge and spin, the calculation gives 131.8 kcal/mol. For the LUMO energy (spin up / spin down), the calculation gives -5.864 / -5.864 eV. The calculation puts the orbital gap (spin up / spin down) at 8.03 / 8.03 eV.

Geometry as ORCA input:
```
! RIJCOSX wB97M-V def2-TZVPD def2/J DEFGRID3
* xyz 1 1
C -1.42284 -0.74603 -0.82786
C -0.99148 -0.90359 0.59663
C -0.06224 0.23981 0.54252
C -1.63643 -1.30062 1.82518
C 0.81289 0.46047 1.48991
C 2.38174 1.04146 -2.06850
N -0.92603 0.70542 -0.45316
H -0.68795 -1.15400 -1.54662
H -2.37228 -0.90142 -1.18021
H -2.56552 -1.74487 1.62389
H -1.87127 -0.32802 2.29639
H -0.90042 -1.69172 2.51250
H 1.43864 1.47183 -1.42948
H 0.83756 -0.21437 2.35892
H 1.50793 1.38953 1.26925
H 2.97062 0.31552 -1.42032
H 2.86266 1.73153 -2.66961
H 2.23266 0.16607 -2.74519
H -1.60823 1.46301 -0.17425
*
```

***

Formula: C30H52Cl2N3OsP
Source: the Open Molecules 2025 dataset
Level of theory: ωB97M-V/def2-TZVPD

The calculation puts the max |F| at 4.33 eV Å⁻¹. For the LUMO energy (spin up / spin down), the calculation gives -0.066 / -0.513 eV. The calculation puts the orbital gap (spin up / spin down) at 5.31 / 6.46 eV.

Geometry as ORCA input:
```
! RIJCOSX wB97M-V def2-TZVPD def2/J DEFGRID3
* xyz 0 5
P -1.36756 1.25729 0.42828
C -2.97573 0.36131 0.92927
C -4.22081 1.19302 1.26912
C -5.34417 0.29812 1.81017
C -5.66282 -0.89552 0.90148
C -4.41206 -1.66337 0.46017
C -3.32839 -0.72669 -0.09018
C -1.76919 2.02137 -1.24843
C -3.13354 2.67906 -1.44054
C -3.16213 3.42404 -2.78347
C -2.77033 2.53130 -3.97056
C -1.49628 1.70804 -3.72680
C -1.51992 0.99752 -2.36669
C -1.49154 2.77069 1.52368
C -1.42878 2.36194 3.00660
C -1.51547 3.57782 3.93655
C -0.49499 4.67199 3.59851
C -0.46817 5.02264 2.10578
C -0.39343 3.79325 1.18998
H -2.62777 -0.12928 1.85918
H -4.57970 1.70589 0.36725
H -3.99701 1.97533 2.00731
H -6.24549 0.90452 1.95973
H -5.04304 -0.07391 2.79843
H -6.34488 -1.57689 1.42194
H -6.19283 -0.53748 0.00847
H -3.99773 -2.21393 1.31532
H -4.67208 -2.40239 -0.30613
H -2.43392 -1.30517 -0.36216
H -3.71079 -0.24883 -1.00536
H -0.99773 2.80932 -1.33123
H -2.46377 4.27045 -2.72225
H -3.36854 3.38140 -0.62732
H -3.91931 1.90857 -1.44911
H -4.16345 3.84277 -2.94643
H -2.63555 3.15303 -4.86429
H -3.59819 1.84053 -4.18572
H -1.36613 0.96668 -4.52570
H -0.61981 2.37212 -3.75417
H -0.56497 0.48105 -2.19310
H -2.31614 0.23863 -2.36387
H -2.47481 3.22368 1.30063
H -2.23259 1.65602 3.26060
H -0.47969 1.83296 3.18128
H -2.52671 4.00162 3.87740
H -1.37455 3.24713 4.97115
H 0.50395 4.33270 3.90357
H -0.71399 5.57238 4.18523
H 0.38364 5.67737 1.89502
H -1.37312 5.59195 1.85745
H -0.46902 4.11940 0.14346
H 0.58753 3.30781 1.30192
Os 2.49682 -1.09626 -0.02197
Cl 1.95485 0.52867 -1.48214
Cl 0.53778 -1.17175 1.25383
C 2.29336 -2.66530 -0.96968
H 2.88934 -3.54219 -0.61935
C 1.58612 -2.97844 -2.22109
C 2.26727 -3.50143 -3.34678
C 1.54093 -3.85850 -4.47383
C 0.14724 -3.69091 -4.50157
C -0.51820 -3.12212 -3.40563
C 0.19958 -2.75797 -2.27269
H 3.35105 -3.61596 -3.30039
H 2.05736 -4.27825 -5.34031
H -1.59944 -2.97737 -3.43320
H -0.27542 -2.32229 -1.39540
H -0.41861 -4.00620 -5.37956
C 4.53699 -3.68040 3.32873
N 5.37761 -3.14150 2.26285
C 6.82119 -3.25331 2.44834
C 4.83847 -2.33973 1.32270
N 3.58189 -1.89798 1.45462
N 5.53245 -1.94569 0.23381
C 6.49403 -2.81211 -0.45641
C 4.94245 -0.84824 -0.53909
H 5.15461 -4.36286 3.91575
H 3.68271 -4.23618 2.92174
H 4.17397 -2.88930 4.00030
H 7.25215 -4.02906 1.80142
H 7.31946 -2.29260 2.26113
H 6.99167 -3.54277 3.48914
H 3.12770 -2.15036 2.32749
H 6.30292 -2.77298 -1.53670
H 7.52715 -2.48399 -0.27827
H 6.39608 -3.86025 -0.14936
H 4.01329 -1.14559 -1.14268
H 4.76581 0.04427 0.07598
H 5.64085 -0.61232 -1.34315
*
```

***

Formula: C10H15NO
Source: the Open Molecules 2025 dataset
Level of theory: ωB97M-V/def2-TZVPD

The calculation puts the max |F| at 1.47 eV Å⁻¹. For the energy above the lowest of the compared OMol25 structures with the same formula, charge and spin, the calculation gives 10.2 kcal/mol. For the LUMO energy, the calculation gives 0.674 eV. The SMILES is Cc1ccccc1.CCC(N)=O. The calculation puts the orbital gap at 9.86 eV.

Geometry as ORCA input:
```
! RIJCOSX wB97M-V def2-TZVPD def2/J DEFGRID3
* xyz 0 1
C 0.29732 2.16918 2.35084
C 0.62853 0.72772 2.11103
C 1.56331 0.37045 1.14910
C 1.87382 -0.96785 0.89570
C 1.28313 -1.94528 1.67202
C 0.16119 -1.61498 2.44012
C -0.14855 -0.29604 2.67950
H 0.13545 2.34306 3.42032
H -0.60159 2.50301 1.82861
H 1.11216 2.85837 2.11968
H 2.11696 1.15683 0.64852
H 2.58753 -1.19507 0.11371
H 1.59370 -2.97448 1.53909
H -0.36695 -2.46143 2.85979
H -1.15180 0.01069 2.97597
C -1.56359 1.21498 -2.33601
C -1.75308 -0.29647 -2.13348
C -0.64556 -1.17951 -2.66613
N 0.62447 -0.72897 -2.50324
O -0.88377 -2.23298 -3.22373
H -0.93523 1.40996 -3.19845
H -1.07154 1.71686 -1.50069
H -2.53436 1.65549 -2.52332
H -1.91007 -0.54110 -1.08088
H -2.63922 -0.60368 -2.68308
H 1.38943 -1.23833 -2.91057
H 0.83831 0.13954 -2.04442
*
```

***

Formula: C10H24ILaO2P2
Source: the Open Molecules 2025 dataset
Level of theory: ωB97M-V/def2-TZVPD

The calculation puts the max |F| at 5.38 eV Å⁻¹. For the LUMO energy (spin up / spin down), the calculation gives -7.323 / -7.323 eV. The calculation puts the orbital gap (spin up / spin down) at 7.35 / 7.35 eV.

Geometry as ORCA input:
```
! RIJCOSX wB97M-V def2-TZVPD def2/J DEFGRID3
* xyz 2 1
C -4.95446 -2.64256 -2.24499
C -4.20276 -2.26298 -1.02769
H -5.89225 -3.16234 -1.99050
H -4.29097 -3.27198 -2.85366
H -5.14028 -1.72087 -2.81320
O -4.30900 -2.34876 0.14151
I -2.11128 -1.10216 -2.00065
La 0.41510 0.24443 -0.75576
P -0.53574 2.70315 0.45372
C -0.70374 3.59158 2.02985
C 0.05796 4.07752 -0.62222
H -0.65487 4.90678 -0.53850
H -2.68709 3.57375 -0.17907
H 0.12764 3.75655 -1.67193
H -2.43269 1.97030 -0.95731
H 0.28334 3.81903 2.45201
H 1.05582 4.40082 -0.29360
C -2.30674 2.55588 -0.03396
H -1.25323 4.52792 1.85816
H -2.86341 2.04907 0.76626
H -1.24483 2.97333 2.75676
P 1.99211 -1.92812 0.34151
C 2.67486 -2.60950 1.88130
C 0.89766 -3.31648 -0.17739
H 3.19833 -1.86411 -1.80482
H 3.75833 -3.18746 -0.73015
H 4.26821 -1.48684 -0.43060
C 3.44846 -2.13617 -0.76896
H 0.31862 -3.07018 -1.08017
H 1.54301 -4.18145 -0.36900
H 3.15732 -3.57305 1.66525
H 1.87544 -2.75347 2.61844
H 0.18628 -3.54047 0.62912
H 3.41110 -1.92149 2.31561
C 0.85990 0.43036 1.68007
O 1.06251 0.51170 2.82902
C 2.49441 1.35783 -0.22329
H 2.46686 2.35703 0.23339
H 2.70718 1.47860 -1.31253
H 3.32292 0.79482 0.22794
*
```

***

Which of these has the highest max |F|? C10H24ILaO2P2